(1)
Below is the ion C3H10NO with charge +1, with properties calculated with ωB97M-V/def2-TZVPD.

Last columns: bonded neighbours and bond lengths (Å).
Atoms and positions in Å:
1 H -1.504 1.050 0.185  C3 1.089
2 H 1.626 -0.938 0.923  N11 1.018
3 C -0.563 0.553 -0.048  H1 1.089, C4 1.510, C12 1.530, O14 1.420
4 C -0.485 -0.700 0.791  C3 1.510, H5 1.082, H7 1.082, N11 1.530
5 H -0.501 -0.531 1.860  C4 1.082
6 H 0.315 2.492 -0.245  C12 1.080
7 H -1.247 -1.413 0.504  C4 1.082
8 H 1.547 1.239 0.033  C12 1.086
9 H -0.840 0.714 -2.002  O14 0.967
10 H 0.819 -2.367 0.795  N11 1.029
11 N 0.839 -1.393 0.463  H2 1.018, C4 1.530, H10 1.029, H13 1.026
12 C 0.539 1.568 0.268  C3 1.530, H6 1.080, H8 1.086, H15 1.100
13 H 0.967 -1.428 -0.554  N11 1.026
14 O -0.509 0.054 -1.377  C3 1.420, H9 0.967
15 H 0.527 1.781 1.347  C12 1.100

## Properties
Total charge: +1
Orbital gap: 11.544 eV

Here are the Löwdin charges for atoms 1 to 5, given in e: atom 1 (H): 0.16, atom 2 (H): 0.16, atom 3 (C): -0.42, atom 4 (C): -0.07, atom 5 (H): 0.14

***

(2)
Below is a cluster of 2 separate species, C3H10NO in total at a distorted geometry, with properties calculated with ωB97M-V/def2-TZVPD.

Last columns: bonded neighbours and bond lengths (Å).
Atoms and positions in Å:
1 H -2.246 0.518 -0.034  C7 1.102
2 H 2.373 -0.950 -0.655  C15 1.041
3 H 1.246 -1.062 0.721  C15 1.087
4 H -2.252 -2.365 0.432  N10 1.122
5 H 2.341 1.569 -0.652  C12 1.147
6 H -0.868 -0.430 0.474  C7 1.058
7 C -1.902 -0.487 0.258  H1 1.102, H6 1.058, N10 1.265
8 H 0.570 2.642 0.678  O9 1.002
9 O 0.285 1.773 0.268  H8 1.002, C12 1.503
10 N -2.766 -1.406 0.156  H4 1.122, C7 1.265, H14 1.099
11 H 2.662 -0.124 0.809  C15 1.072
12 C 1.353 1.014 -0.469  H5 1.147, O9 1.503, H13 1.187, C15 1.663
13 H 0.869 0.918 -1.549  C12 1.187
14 H -3.568 -1.171 -0.557  N10 1.099
15 C 1.903 -0.440 0.120  H2 1.041, H3 1.087, H11 1.072, C12 1.663

## Properties
Total charge: +1
Orbital gap: 8.263 eV

Here are the Löwdin charges for atoms 1 to 5, given in e: atom 1 (H): 0.13, atom 2 (H): 0.04, atom 3 (H): 0.04, atom 4 (H): 0.23, atom 5 (H): 0.12

***

(3)
Below is a cluster of 2 separate species, C3H10NO in total at a distorted geometry, with properties calculated with ωB97M-V/def2-TZVPD.

Last columns: bonded neighbours and bond lengths (Å).
Atoms and positions in Å:
1 H -1.631 2.847 0.664  O3 0.948
2 C -0.273 -0.918 0.440  H4 1.157, H10 1.086, N11 1.466, C15 1.510
3 O -0.964 2.544 0.062  H1 0.948, H14 0.948
4 H -1.208 -0.425 0.912  C2 1.157
5 H 0.430 -2.124 -1.134  C15 1.100
6 H 0.065 1.132 0.056  N11 1.029
7 H -1.020 -2.835 -0.323  C15 1.150
8 C 1.790 0.414 0.278  H9 1.081, N11 1.266, H13 1.126
9 H 2.345 1.158 -0.277  C8 1.081
10 H 0.219 -1.474 1.232  C2 1.086
11 N 0.557 0.229 0.059  C2 1.466, H6 1.029, C8 1.266
12 H -1.167 -1.473 -1.464  C15 1.050
13 H 2.314 -0.431 0.806  C8 1.126
14 H -0.909 3.216 -0.605  O3 0.948
15 C -0.549 -1.859 -0.707  C2 1.510, H5 1.100, H7 1.150, H12 1.050

## Properties
Total charge: +1
Orbital gap: 11.501 eV

Here are the Löwdin charges for atoms 1 to 5, given in e: atom 1 (H): 0.07, atom 2 (C): -0.20, atom 3 (O): 0.00, atom 4 (H): 0.16, atom 5 (H): 0.09

***

(4)
Below is the ion C3H10NO with charge +1 at a distorted geometry, with properties calculated with ωB97M-V/def2-TZVPD.

Last columns: bonded neighbours and bond lengths (Å).
Atoms and positions in Å:
1 H -0.233 -1.889 -1.644  C9 1.086
2 C 0.056 1.934 0.553  N5 1.528, H10 1.110, H14 1.140, H15 1.090
3 H -2.002 -0.747 -0.917  O8 0.965
4 C 0.950 -0.418 -0.413  N5 1.479, H7 1.089, C9 1.570, H12 1.116
5 N 0.658 0.536 0.679  C2 1.528, C4 1.479, H6 1.012, H11 1.038
6 H 1.372 0.567 1.395  N5 1.012
7 H 1.948 -0.809 -0.223  C4 1.089
8 O -1.375 -0.737 -0.184  H3 0.965, C9 1.442
9 C -0.212 -1.447 -0.652  H1 1.086, C4 1.570, O8 1.442, H13 1.118
10 H -1.037 1.745 0.578  C2 1.110
11 H -0.178 -0.016 0.950  N5 1.038
12 H 1.055 0.045 -1.424  C4 1.116
13 H -0.178 -2.253 0.122  C9 1.118
14 H 0.284 2.431 -0.448  C2 1.140
15 H 0.435 2.584 1.342  C2 1.090

## Properties
Total charge: +1
Orbital gap: 12.184 eV

Here are the Löwdin charges for atoms 1 to 5, given in e: atom 1 (H): 0.14, atom 2 (C): 0.03, atom 3 (H): 0.12, atom 4 (C): -0.11, atom 5 (N): 0.00

***

The lowest orbital gap belongs to which entry?
number 2